Entry P
Density functional theory data (the ωB97M-V functional and the def2-TZVPD basis) for a structure of composition C45H48As2InN10O8SSi.

Structure (XYZ):
```
116
Properties=species:S:1:pos:R:3:mulliken_charge:R:1
In 2.338 0.460 -0.484 0.94
N 1.161 0.867 1.499 0.13
N 1.396 2.203 1.939 -0.16
C 2.575 2.854 1.751 0.46
N 2.568 4.153 2.069 -0.34
S 3.891 2.028 1.047 -0.30
H 0.168 0.723 1.300 -0.30
H 1.489 0.190 2.200 0.21
H 0.607 2.666 2.430 0.16
H 1.740 4.671 2.439 0.21
H 3.410 4.731 1.826 0.26
C -4.972 3.052 -1.230 -0.80
C -4.006 3.307 -0.245 -0.62
C -2.801 2.623 -0.230 -0.25
C -2.503 1.640 -1.211 -0.43
C -3.393 1.393 -2.277 -0.70
C -4.659 2.062 -2.168 -0.63
N -1.362 0.836 -1.102 1.24
N -0.997 0.269 -2.196 0.13
C -0.111 -0.810 -2.150 -1.08
C -0.297 -1.677 -3.271 -0.46
C 0.491 -2.809 -3.449 -1.15
C 1.355 -3.172 -2.404 -0.90
C 1.446 -2.324 -1.296 -0.07
C 0.905 -1.045 -1.188 1.03
H -5.941 3.540 -1.222 0.43
H -4.154 4.120 0.423 0.60
H -2.080 2.861 0.526 0.63
H -3.076 0.703 -3.077 0.61
H -5.431 1.807 -2.889 0.42
H -1.089 -1.407 -3.958 0.57
H 0.458 -3.390 -4.401 0.40
H 1.871 -4.128 -2.456 0.50
H 2.029 -2.677 -0.443 0.33
N 5.181 -1.832 2.305 0.09
C 3.893 -1.566 2.125 -0.52
N 3.697 -1.193 0.869 0.13
C 4.960 -1.215 0.346 0.18
N 5.895 -1.639 1.168 -0.69
C 5.333 -0.647 -0.934 0.50
C 6.725 -0.541 -1.210 -0.54
N 7.186 0.215 -2.225 -0.54
C 6.248 0.714 -3.036 -0.43
C 4.900 0.542 -2.815 -0.31
N 4.405 -0.104 -1.733 0.14
H 5.598 -2.113 3.172 0.22
H 3.089 -1.740 2.828 0.52
H 7.488 -1.004 -0.562 0.47
H 6.536 1.247 -3.946 0.41
H 4.129 0.957 -3.500 0.54
C 1.635 2.861 -6.601 -0.63
C 0.638 2.282 -5.844 -0.63
C 0.631 2.315 -4.449 0.02
C 1.729 2.809 -3.734 0.71
C 2.759 3.380 -4.514 -0.23
C 2.756 3.383 -5.928 -0.64
Si 1.658 2.809 -1.806 0.54
C 2.322 4.516 -1.286 0.57
C 1.444 5.445 -0.799 -0.45
C 1.865 6.750 -0.488 -0.59
C 3.182 7.122 -0.672 -0.70
C 4.067 6.198 -1.203 -0.72
C 3.662 4.909 -1.541 -0.45
H 1.661 2.811 -7.676 0.37
H -0.216 1.797 -6.316 0.40
H -0.260 1.936 -3.935 0.15
H 3.639 3.894 -4.068 0.16
H 3.619 3.733 -6.495 0.40
H 0.155 3.015 -1.590 -0.47
H 0.413 5.158 -0.584 0.44
H 1.143 7.445 -0.039 0.38
H 3.471 8.130 -0.493 0.45
H 5.076 6.465 -1.453 0.45
H 4.311 4.131 -1.946 0.31
C -0.923 -6.062 6.299 -0.72
O -1.642 -4.935 5.674 -0.31
C -0.977 -4.269 4.703 0.03
O 0.277 -4.281 4.591 -0.66
C -1.837 -3.734 3.647 0.52
C -3.086 -4.160 3.283 0.23
As -4.576 -2.999 2.750 0.18
C -5.557 -4.017 1.242 -1.24
C -3.418 -2.032 1.406 -0.72
C -2.487 -1.212 2.019 0.15
As -0.913 -2.188 2.812 0.82
C -1.043 -1.097 4.509 -1.37
C -2.594 0.217 2.237 0.81
O -1.636 0.987 2.465 -0.63
O -3.906 0.539 2.426 -0.37
C -4.120 1.948 2.922 -0.60
C -3.231 -2.230 -0.083 1.11
O -2.254 -2.776 -0.617 -0.67
O -4.376 -1.876 -0.674 -0.30
C -4.328 -1.972 -2.128 -0.61
C -3.752 -5.533 3.322 0.25
O -4.855 -5.730 3.814 -0.59
O -3.087 -6.622 2.860 -0.38
C -2.042 -6.546 1.884 -0.50
H -1.459 -6.999 6.080 0.24
H -0.829 -5.816 7.364 0.26
H 0.042 -6.047 5.829 0.36
H -6.183 -4.768 1.742 0.44
H -4.795 -4.584 0.721 0.35
H -6.052 -3.335 0.548 0.35
H -2.004 -1.173 4.989 0.38
H -0.834 -0.047 4.200 0.37
H -0.220 -1.403 5.109 0.53
H -5.050 2.321 2.504 0.28
H -3.248 2.453 2.504 0.19
H -4.083 1.981 4.052 0.27
H -5.147 -2.657 -2.431 0.35
H -3.392 -2.325 -2.562 0.31
H -4.616 -0.997 -2.520 0.13
H -1.117 -6.633 2.442 0.25
H -2.112 -5.641 1.308 0.21
H -2.183 -7.440 1.268 0.26
```

- frontier orbital gap (alpha / beta) (eV) = 6.13 / 6.71
- multiplicity = 1
- HOMO (alpha / beta) (eV) = -9.8 / -9.8
- net charge = +1


Entry Q
Density functional theory data (the ωB97M-V functional and the def2-TZVPD basis) for a structure of composition C45H48As2InN10O8SSi.

Structure (XYZ):
```
116
Properties=species:S:1:pos:R:3:mulliken_charge:R:1
In 2.085 1.515 -1.491 1.04
N 1.877 0.121 0.498 -0.64
N 1.253 0.869 1.545 0.11
C 1.851 1.977 1.924 0.54
N 1.575 2.331 3.192 -0.40
S 2.723 2.999 0.858 -0.29
H 1.236 -0.615 0.329 0.36
H 2.879 -0.297 0.677 0.55
H 0.661 0.411 2.242 -0.10
H 1.044 1.820 3.871 0.15
H 1.951 3.228 3.509 0.23
C -3.528 4.742 -2.115 -0.42
C -2.873 4.437 -0.940 -0.75
C -1.988 3.340 -0.901 0.02
C -1.712 2.663 -2.090 0.06
C -2.475 2.879 -3.273 -0.31
C -3.318 3.965 -3.255 -0.70
N -0.685 1.741 -2.081 0.28
N -0.696 0.918 -3.088 -0.12
C -0.004 -0.214 -3.008 -0.22
C -0.614 -1.392 -3.546 -0.72
C 0.033 -2.626 -3.466 -0.65
C 1.253 -2.730 -2.721 -0.91
C 1.743 -1.609 -2.054 0.33
C 1.190 -0.313 -2.187 0.20
H -4.268 5.571 -2.177 0.36
H -3.066 5.029 -0.049 0.41
H -1.437 2.876 -0.072 0.23
H -2.210 2.324 -4.175 0.46
H -3.865 4.206 -4.122 0.45
H -1.619 -1.319 -3.937 0.49
H -0.315 -3.507 -3.945 0.44
H 1.810 -3.667 -2.749 0.45
H 2.633 -1.772 -1.482 0.30
N 5.711 -2.299 1.891 -0.01
C 4.504 -1.829 2.032 -0.33
N 4.170 -1.096 0.943 -0.28
C 5.330 -1.088 0.212 0.28
N 6.325 -1.781 0.788 -0.64
C 5.469 -0.440 -1.018 0.07
C 6.666 -0.621 -1.660 -0.57
N 6.866 -0.485 -2.993 -0.52
C 5.845 0.064 -3.656 -0.45
C 4.705 0.481 -2.987 0.02
N 4.507 0.279 -1.670 0.25
H 6.312 -2.916 2.521 0.27
H 3.870 -2.070 2.939 0.46
H 7.455 -1.108 -1.099 0.54
H 5.937 0.278 -4.746 0.38
H 3.961 1.087 -3.561 0.15
C 2.771 3.005 -7.522 -0.62
C 1.537 3.594 -7.167 -0.58
C 1.216 3.831 -5.831 -0.25
C 2.160 3.598 -4.832 0.22
C 3.485 3.272 -5.195 -0.54
C 3.760 2.913 -6.538 -0.64
Si 1.732 3.893 -2.983 0.50
C 2.482 5.513 -2.347 0.63
C 2.952 6.383 -3.339 -0.41
C 3.217 7.741 -2.994 -0.60
C 3.422 8.058 -1.678 -0.51
C 3.059 7.111 -0.708 -0.44
C 2.482 5.945 -1.025 -0.58
H 3.050 2.679 -8.523 0.41
H 0.745 3.710 -7.910 0.35
H 0.222 4.170 -5.531 0.36
H 4.255 3.187 -4.480 0.89
H 4.778 2.712 -6.869 0.39
H 0.298 4.326 -3.198 -0.30
H 2.980 6.099 -4.365 0.41
H 3.252 8.495 -3.816 0.34
H 3.837 9.031 -1.388 0.37
H 3.178 7.300 0.383 0.32
H 2.198 5.266 -0.251 0.37
C -2.906 -6.559 7.499 -0.65
O -3.319 -5.614 6.459 -0.34
C -2.243 -5.214 5.696 0.38
O -1.095 -5.328 6.125 -0.60
C -2.593 -4.702 4.317 0.69
C -3.551 -5.340 3.571 -0.21
As -5.164 -4.235 3.140 0.22
C -5.163 -4.620 1.260 -1.12
C -4.345 -2.472 2.754 -0.02
C -3.053 -2.104 3.058 0.82
As -1.558 -3.402 3.299 0.34
C -0.548 -2.777 4.863 -1.10
C -2.653 -0.664 2.822 -0.11
O -1.554 -0.456 2.274 -0.42
O -3.484 0.176 3.428 -0.27
C -2.905 1.497 3.663 -0.53
C -5.271 -1.528 1.945 0.47
O -4.800 -0.766 1.109 -0.62
O -6.520 -1.647 2.280 -0.30
C -7.556 -1.036 1.378 -0.69
C -3.917 -6.806 3.515 0.34
O -5.086 -7.165 3.425 -0.59
O -2.960 -7.733 3.654 -0.35
C -1.612 -7.504 3.212 -0.52
H -3.774 -7.016 8.036 0.26
H -2.278 -5.928 8.179 0.30
H -2.289 -7.392 7.148 0.27
H -4.881 -5.696 1.162 0.34
H -4.318 -4.073 0.845 0.41
H -6.076 -4.427 0.780 0.38
H -1.183 -2.566 5.731 0.43
H -0.182 -1.795 4.460 0.15
H 0.343 -3.387 5.166 0.36
H -2.926 2.062 2.738 0.27
H -1.823 1.315 3.985 0.14
H -3.565 1.854 4.526 0.24
H -6.972 -0.500 0.564 0.35
H -8.054 -0.327 2.132 0.23
H -8.208 -1.850 1.064 0.27
H -1.432 -6.465 2.766 0.26
H -1.438 -8.246 2.376 0.29
H -0.914 -7.754 4.043 0.25
```

- frontier orbital gap (eV) = 6.69
- multiplicity = 1
- HOMO (eV) = -9.9
- net charge = +1


Energies in hartree, measured from the most stable structure: entry P 0.0000; entry Q 0.0271.


Entry P
Density functional theory data (the ωB97M-V functional and the def2-TZVPD basis) for a structure of composition C5H11NOS.

Structure (XYZ):
```
19
Properties=species:S:1:pos:R:3:mulliken_charge:R:1
O -0.812 -0.465 2.243 -0.64
C -0.863 -0.173 1.013 0.35
N -1.587 -0.957 0.148 -0.55
C -0.807 -1.701 -0.802 -0.59
C 0.418 -2.423 -0.132 -0.15
C 0.136 -2.888 1.203 -0.45
S 1.372 2.842 -1.595 -0.10
C -0.367 1.163 0.522 -0.52
H 3.361 5.552 -3.286 0.08
H -1.538 -2.458 -1.156 0.34
H -0.469 -1.177 -1.629 0.40
H 1.229 -2.811 -0.802 0.38
H 0.599 -1.708 0.899 0.31
H -0.817 -2.774 1.585 0.40
H 0.488 -3.931 1.599 0.29
H 2.772 5.572 -2.843 -0.09
H 0.206 1.441 -0.388 -0.23
H -1.395 1.791 0.402 0.26
H 0.106 1.579 1.322 0.52
```

- frontier orbital gap (eV) = 3.39
- multiplicity = 1
- HOMO (eV) = -7.1


Entry Q
Density functional theory data (the ωB97M-V functional and the def2-TZVPD basis) for the molecule C5H11NOS.

Structure (XYZ):
```
19
Properties=species:S:1:pos:R:3:mulliken_charge:R:1
C -0.758 -0.583 1.885 -1.40
C -0.325 -0.020 0.471 0.82
S -1.705 0.988 -0.225 -0.23
C 0.943 0.973 0.431 -1.04
O 1.288 1.072 -0.903 -0.40
C 1.067 -0.267 -1.578 -0.58
C 0.217 -1.113 -0.469 0.08
N 0.994 -1.895 0.356 -0.59
H -1.337 -1.639 1.705 0.29
H 0.215 -0.991 2.383 0.37
H -1.596 0.133 2.503 0.28
H -0.774 2.003 -0.616 0.20
H 0.478 1.806 0.985 0.56
H 1.746 0.778 1.176 0.24
H 0.588 -0.004 -2.502 0.24
H 2.097 -0.641 -1.799 0.30
H -0.676 -1.608 -0.765 0.45
H 1.854 -2.434 -0.200 0.22
H 0.553 -2.464 1.036 0.19
```

- frontier orbital gap (eV) = 9.52
- multiplicity = 1
- HOMO (eV) = -8.7
- SMILES string = C[C@@]1(S)COC[C@H]1N


Entry R
Density functional theory data (the ωB97M-V functional and the def2-TZVPD basis) for the molecule C5H11NOS.

Structure (XYZ):
```
19
Properties=species:S:1:pos:R:3:mulliken_charge:R:1
C 0.046 -0.343 2.175 -1.38
C -0.243 -0.122 0.683 0.31
C 0.965 0.488 -0.036 -0.88
C 0.753 0.896 -1.471 -0.74
S -0.280 2.378 -1.651 -0.19
N -0.563 -1.401 0.009 -0.19
C -1.613 -1.495 -0.861 0.00
O -1.638 -2.265 -1.793 -0.57
H -0.671 0.174 2.809 0.28
H -0.071 -1.409 2.383 0.36
H 1.078 -0.128 2.444 0.36
H -1.159 0.450 0.539 0.46
H 1.306 1.370 0.516 0.30
H 1.735 -0.246 0.109 0.46
H 0.320 0.136 -2.125 0.35
H 1.710 1.112 -1.942 0.34
H 0.528 3.200 -0.967 0.11
H 0.230 -1.984 -0.230 0.26
H -2.433 -0.811 -0.592 0.35
```

- frontier orbital gap (eV) = 10.10
- multiplicity = 1
- HOMO (eV) = -9.4
- SMILES string = C[C@@H](CCS)NC=O


Entry S
Density functional theory data (the ωB97M-V functional and the def2-TZVPD basis) for a cluster of 2 separate species, C5H11NOS in total.

Structure (XYZ):
```
19
Properties=species:S:1:pos:R:3:mulliken_charge:R:1
C 0.151 -2.654 0.247 -0.27
C 0.099 -1.409 0.953 -0.26
C 1.303 0.008 -1.295 -1.22
C -1.481 1.529 0.899 -0.82
C -0.027 0.329 -0.556 -0.26
N -0.418 1.501 -0.049 -0.10
O 1.338 -2.040 0.906 -0.45
S 0.616 2.973 -0.071 -0.18
H -0.233 -3.617 0.640 0.28
H 0.170 -2.630 -0.826 0.17
H -0.342 -1.291 1.897 0.34
H 1.999 0.682 -1.015 0.42
H 1.288 -0.093 -2.393 0.27
H 1.553 -0.956 -0.876 0.33
H -2.266 2.302 0.607 0.25
H -1.744 0.424 0.987 0.29
H -1.325 1.807 1.931 0.30
H -0.805 -0.344 -0.785 0.75
H 0.127 3.481 -1.201 0.15
```

- frontier orbital gap (alpha / beta) (eV) = 7.51 / 7.51
- multiplicity = 1
- HOMO (alpha / beta) (eV) = -6.9 / -6.9


Energies in hartree, measured from the most stable structure: entry P 0.4481; entry Q 0.1185; entry R 0.0000; entry S 0.2143.


Entry P
Density functional theory data (the ωB97M-V functional and the def2-TZVPD basis) for a cluster of 2 separate species, C5H11NOS in total.

Structure (XYZ):
```
19
Properties=species:S:1:pos:R:3:mulliken_charge:R:1
C 0.944 1.962 0.240 -0.54
C 2.043 1.613 1.176 -0.54
C 0.635 1.009 1.402 0.27
C -0.305 1.391 2.467 -1.58
C -1.768 -2.493 -2.989 -0.68
N -1.351 -2.021 -1.745 -0.16
O 0.436 -3.751 -1.527 -0.53
S -0.231 -2.581 -0.941 0.51
H 0.477 2.995 0.524 0.15
H 0.909 1.868 -0.846 0.30
H 2.402 2.300 1.926 0.22
H 2.838 0.959 0.874 0.25
H 0.592 0.003 1.121 0.33
H -0.120 0.865 3.414 0.34
H -1.269 0.978 2.316 0.41
H -0.528 2.388 2.590 0.40
H -2.806 -2.053 -3.156 0.25
H -1.669 -3.503 -3.101 0.35
H -1.226 -1.929 -3.743 0.26
```

- frontier orbital gap (eV) = 9.55
- multiplicity = 1
- HOMO (eV) = -9.8


Entry Q
Density functional theory data (the ωB97M-V functional and the def2-TZVPD basis) for the molecule C5H11NOS.

Structure (XYZ):
```
19
Properties=species:S:1:pos:R:3:mulliken_charge:R:1
C -0.433 1.836 0.381 -1.21
C -0.973 0.483 0.465 0.05
O -1.871 0.070 -0.696 -0.46
C -1.233 -1.294 -0.699 -0.57
C -0.093 -0.696 0.215 0.75
N 0.467 -1.422 1.293 -0.71
C 0.906 -0.336 -0.841 -1.26
S 2.617 0.043 -0.311 -0.19
H 0.243 2.254 -0.603 0.15
H 0.247 1.873 1.267 0.34
H -1.164 2.698 0.282 0.36
H -1.699 0.313 1.304 0.44
H -1.143 -1.637 -1.746 0.32
H -1.868 -1.891 -0.033 0.34
H 1.122 -2.193 1.023 0.33
H 1.247 -0.712 1.782 0.36
H 0.979 -1.338 -1.312 0.44
H 0.510 0.563 -1.518 0.38
H 2.138 1.386 -0.253 0.15
```

- frontier orbital gap (eV) = 9.86
- multiplicity = 1
- HOMO (eV) = -9.2
- SMILES string = C[C@H]1OC[C@@]1(N)CS


Entry R
Density functional theory data (the ωB97M-V functional and the def2-TZVPD basis) for a structure of composition C5H11NOS.

Structure (XYZ):
```
19
Properties=species:S:1:pos:R:3:mulliken_charge:R:1
C 1.014 0.869 -0.011 -0.55
C 2.150 0.032 0.355 -0.42
S 1.362 -0.720 1.755 -0.16
C -0.049 0.353 -0.892 0.38
N -1.388 0.745 -0.566 0.03
C -2.286 0.148 -1.566 -0.92
C -1.739 0.406 0.840 -0.74
O 0.173 -0.170 -1.954 -0.55
H 0.703 1.490 0.831 0.48
H -0.414 -2.083 -0.430 0.02
H 3.045 0.591 0.610 0.35
H 2.378 -0.721 -0.395 0.29
H -0.871 -1.995 0.146 0.00
H -2.103 -0.927 -1.653 0.36
H -3.315 0.290 -1.251 0.39
H -1.999 0.597 -2.511 0.30
H -2.506 -0.369 0.774 0.38
H -2.095 1.197 1.498 0.23
H -0.886 -0.070 1.304 0.12
```

- frontier orbital gap (eV) = 7.09
- multiplicity = 1
- HOMO (eV) = -9.0


Energies in hartree, measured from the most stable structure: entry P 0.0000; entry Q 0.0208; entry R 0.0324.


Entry P
Density functional theory data (the ωB97M-V functional and the def2-TZVPD basis) for the molecule C5H11NOS.

Structure (XYZ):
```
19
Properties=species:S:1:pos:R:3:mulliken_charge:R:1
C 1.738 -0.436 0.809 -1.41
C 0.923 -0.220 -0.480 0.45
C -0.486 -0.835 -0.315 -1.29
C -1.333 -0.175 0.774 -0.33
S -2.953 -0.978 0.923 -0.24
N 0.867 1.209 -0.801 -0.18
C -0.168 1.862 -1.395 -0.02
O -0.349 3.054 -1.292 -0.57
H 1.274 -1.061 1.565 0.35
H 2.686 -0.874 0.504 0.33
H 2.012 0.501 1.302 0.37
H 1.425 -0.737 -1.295 0.30
H -1.058 -0.857 -1.243 0.37
H -0.308 -1.867 -0.022 0.56
H -1.524 0.885 0.654 0.31
H -0.809 -0.285 1.729 0.30
H -2.531 -2.245 0.818 0.11
H 1.411 1.828 -0.216 0.22
H -0.817 1.230 -2.022 0.35
```

- frontier orbital gap (eV) = 10.00
- multiplicity = 1
- HOMO (eV) = -9.2
- SMILES string = C[C@@H](CCS)NC=O


Entry Q
Density functional theory data (the ωB97M-V functional and the def2-TZVPD basis) for a structure of composition C5H11NOS.

Structure (XYZ):
```
19
Properties=species:S:1:pos:R:3:mulliken_charge:R:1
C 2.529 0.555 -1.853 -0.68
C -1.590 -0.962 0.657 -0.42
C -1.334 -1.926 -0.462 -0.60
C -0.194 -1.273 0.235 -0.34
C 0.483 2.593 0.577 -0.83
N 0.415 1.122 0.679 -0.30
O -0.468 0.508 -1.688 -0.62
S 0.536 0.176 -0.714 0.63
H 2.791 -0.165 -2.622 0.27
H 3.146 0.269 -0.981 0.21
H -1.765 0.045 0.452 0.26
H -1.853 -1.586 1.494 0.32
H -1.391 -3.020 -0.480 0.24
H -1.293 -1.672 -1.545 0.22
H 0.640 -1.773 0.696 0.45
H 1.381 2.965 0.261 0.38
H -0.176 2.941 -0.265 0.28
H 0.063 3.125 1.508 0.27
H 0.923 0.669 1.481 0.26
```

- frontier orbital gap (eV) = 8.44
- multiplicity = 1
- HOMO (eV) = -8.1


Energies in hartree, measured from the most stable structure: entry P 0.0000; entry Q 0.2641.